# 1
ORCA calculation (ωB97M-V/def2-TZVPD) on the ion C9H24N3 with charge +1.

Geometry as XYZ:
```
36
Properties=species:S:1:pos:R:3:forces:R:3:mulliken_charge:R:1
C -1.7676 3.0731 -0.0186 -0.1 0.0 -0.1 -1.4801
C -0.8101 2.1260 -0.7567 0.1 0.1 -0.1 0.5257
C -1.5826 1.1106 -1.5989 -0.1 -0.1 0.0 -0.7577
C -0.7478 0.1324 -2.4518 0.1 -0.2 -0.1 -0.7521
N 0.7107 0.1961 -2.2120 0.1 -0.1 0.1 -0.4352
N 1.1380 -0.7741 -1.2201 -0.1 0.0 0.0 0.4152
C 2.4303 -0.3835 -0.5160 0.1 -0.1 -0.1 -0.6882
C 2.2215 -0.1431 0.9691 0.0 0.1 -0.1 -0.3417
C 1.7797 -1.3858 1.7722 0.1 -0.2 -0.1 -0.8469
C 0.3700 -1.3285 2.3566 0.0 0.2 0.1 -0.6462
C -0.7633 -1.4509 1.3385 0.0 -0.1 0.0 0.5756
N -2.0392 -1.6332 2.0028 -0.1 0.1 -0.1 -0.6626
H -1.4004 3.3513 0.9708 0.0 0.0 -0.1 0.3979
H -2.7499 2.6112 0.1144 0.1 0.0 0.1 0.3730
H -1.9196 3.9939 -0.5859 0.0 -0.1 0.0 0.3308
H -0.1587 1.6191 -0.0364 -0.1 -0.1 0.0 -0.4219
H -0.1362 2.6904 -1.4083 0.0 0.0 0.1 0.4801
H -2.2402 1.6633 -2.2771 0.0 -0.1 0.1 0.5273
H -2.2584 0.5387 -0.9520 0.1 0.1 0.0 0.2691
H -1.0938 -0.9027 -2.3126 -0.1 0.1 -0.1 0.2810
H -0.8733 0.3457 -3.5150 0.0 0.1 0.1 0.4101
H 1.2176 -0.0557 -3.0542 0.0 0.1 0.0 0.3043
H 1.2314 -1.7079 -1.6293 -0.1 0.0 0.0 0.4750
H 0.3891 -0.8539 -0.5227 0.0 0.1 0.0 -0.3783
H 2.7745 0.5007 -1.0518 0.0 0.0 0.1 0.3549
H 3.1335 -1.2040 -0.6780 -0.1 0.1 0.0 0.3879
H 1.5225 0.6892 1.1033 0.0 -0.1 0.0 0.1969
H 3.1842 0.2192 1.3411 -0.1 0.0 0.0 0.3852
H 2.4889 -1.5328 2.5893 -0.1 0.0 -0.1 0.3476
H 1.8705 -2.2887 1.1480 0.0 0.1 0.1 0.4350
H 0.2404 -2.1329 3.0874 0.1 0.0 -0.1 0.4056
H 0.2467 -0.3905 2.9109 -0.1 -0.1 0.0 0.3067
H -0.8513 -0.5190 0.7606 0.0 0.0 0.0 -0.6480
H -0.5187 -2.2726 0.6335 0.0 0.1 0.0 0.3819
H -2.8178 -1.3041 1.4493 0.0 0.0 0.0 0.2490
H -2.2207 -2.5972 2.2496 0.1 0.0 0.1 0.2432
```
Positions in Å, forces in eV/Å.

Results
- Kohn-Sham gap (eV) = 9.53
- charge = +1
- SMILES = CCCCN[NH2+]CCCCCN
- energy (Eh) = -521.29622
- strongest force on any atom (Eh/bohr) = 0.0046
- HOMO level (eV) = -12.57

=====

# 2
ORCA calculation (ωB97M-V/def2-TZVPD) on a cluster of 4 separate species, C9H24N3O10P in total at a distorted geometry.

Geometry as XYZ:
```
47
Properties=species:S:1:pos:R:3:forces:R:3:mulliken_charge:R:1
C 2.1363 0.2516 10.4970 -0.2 0.3 -1.3 -1.1207
C 1.4654 0.6878 9.1245 0.0 -0.8 1.8 -0.0310
O 0.4061 1.5708 9.5500 -2.2 -0.2 -0.2 -0.3666
P -1.0955 1.3007 9.0020 -0.5 -0.2 0.4 0.9376
O -1.2147 1.5494 7.5430 -0.5 -0.2 1.3 -0.6952
O -2.0237 2.2101 10.0381 2.1 -1.6 -1.4 -0.2957
C -3.3031 2.7638 9.7272 -0.2 0.5 -0.4 -0.1796
C -4.0168 2.9669 11.0445 -1.0 -0.2 -0.6 -1.1765
O -1.4439 -0.2769 9.4295 0.0 3.3 0.0 -0.3228
C -2.2217 -1.1084 8.5582 1.6 -1.8 0.0 -0.1668
C -1.1394 -2.1260 8.0872 -0.5 -0.6 -0.8 -1.0856
H 2.3456 1.0937 11.1566 0.4 0.3 -0.5 0.3291
H 1.4520 -0.3332 11.1117 -0.3 -0.3 -0.5 0.2800
H 3.0182 -0.3557 10.2932 0.1 0.1 0.2 0.3622
H 2.0439 1.1833 8.3448 0.4 0.3 0.6 0.3550
H 1.0710 -0.1983 8.6271 -0.2 -0.1 0.1 0.0485
H -3.1714 3.6922 9.1715 0.3 0.3 0.3 0.2884
H -3.9014 2.1876 9.0214 0.2 -0.7 0.2 0.3043
H -5.0631 3.2045 10.8523 -0.1 0.6 -0.3 0.4009
H -4.1679 2.0053 11.5350 0.8 0.1 0.5 0.3212
H -3.5853 3.7792 11.6294 0.1 -0.5 0.2 0.2770
H -2.9476 -1.6690 9.1473 -0.1 0.4 0.3 0.3233
H -2.7447 -0.5908 7.7541 0.4 0.2 0.1 0.3037
H -1.4510 -3.1704 8.0699 -0.6 0.0 0.0 0.3641
H -0.7897 -1.9426 7.0712 0.2 0.3 0.1 0.2822
H -0.2919 -2.1442 8.7724 -0.1 0.4 0.0 0.2636
C -4.3100 1.5342 3.3565 0.1 -0.4 -1.9 -0.6525
N -5.5295 0.7263 2.8694 -1.3 0.5 1.0 0.8232
O -6.0280 -0.0251 3.7036 0.6 0.5 -0.8 -0.5028
O -5.9916 0.9103 1.7430 1.1 -0.1 1.3 -0.5094
H -4.4026 2.1266 4.2668 -0.7 -0.7 0.1 0.2652
H -4.1001 2.2081 2.5259 0.1 -0.1 0.1 0.3082
H -3.5325 0.7721 3.4083 0.1 0.2 0.3 0.2676
C -7.5107 -4.4010 -1.2838 0.6 0.0 0.8 -0.6664
N -7.1973 -4.5789 -2.7385 0.4 -0.3 -0.1 0.8388
O -6.1254 -5.0965 -3.0280 -0.6 0.3 0.3 -0.5114
O -8.0125 -4.1869 -3.5444 0.0 0.0 0.2 -0.5030
H -6.6249 -4.6519 -0.7002 0.1 0.1 -0.4 0.2866
H -8.2822 -5.0780 -0.9170 -0.3 0.1 -0.7 0.2745
H -7.7709 -3.3587 -1.0995 -0.2 -0.2 -0.3 0.2812
C -0.9910 -4.6852 0.5815 0.1 -1.2 -0.1 -0.6867
N -1.1247 -3.4407 1.3850 -0.1 -0.1 -0.3 0.8348
O -2.2670 -3.0501 1.5764 0.8 0.0 0.1 -0.4992
O -0.0968 -2.9125 1.7718 -0.7 -0.2 -0.1 -0.5120
H -0.1769 -4.6274 -0.1410 -0.3 0.6 -0.1 0.2787
H -1.9598 -4.9811 0.1790 0.2 0.5 -0.2 0.3010
H -0.6831 -5.5200 1.2112 0.0 0.3 0.6 0.2827
```
Positions in Å, forces in eV/Å.

Results
- Kohn-Sham gap (eV) = 10.60
- SMILES = CCOP(=O)(OCC)OCC.C[N+](=O)[O-].C[N+](=O)[O-].C[N+](=O)[O-]
- energy (Eh) = -1615.10404
- strongest force on any atom (Eh/bohr) = 0.0633
- HOMO level (eV) = -10.52

=====

Among the records above, which one has the highest strongest force on any atom?
C9H24N3O10P